# 1
Formula: C27H33LiNO4P2
Source: OMol25
Level of theory: ωB97M-V/def2-TZVPD

```
68
Properties=species:S:1:pos:R:3:forces:R:3:mulliken_charge:R:1
C -2.6806 -2.6053 0.0817 0.2 -0.3 0.5 -0.272
O -2.7684 -0.4177 -3.0035 0.4 0.3 0.3 -0.323
H -2.8552 2.0107 -2.4751 0.1 0.1 0.1 0.269
H 5.1389 -3.1050 -2.8457 0.1 -0.1 -0.1 0.423
H -4.1247 -0.2817 4.0446 -0.1 0.0 0.1 0.427
C 0.9331 -2.7250 -0.3879 -0.1 0.1 0.1 1.002
H -1.4574 2.2340 -1.3775 -0.1 0.1 -0.1 0.339
C 4.6919 -1.2503 2.5107 0.0 0.0 0.1 -0.869
C 0.3769 -2.9749 -1.6440 0.1 0.0 0.1 -0.340
H -2.4593 2.4348 1.9884 0.1 0.2 0.0 0.402
C 0.5000 -0.7660 2.9416 -0.3 0.3 -0.2 0.482
C 1.9218 -1.0010 2.6825 0.6 -0.2 0.1 0.414
H 0.7175 -5.8294 0.9130 -0.1 -0.1 0.0 0.450
H -1.9189 -1.7872 3.9782 0.1 0.1 0.1 0.358
C 0.0718 -5.2748 -1.0536 0.0 -0.1 0.0 -0.652
C 4.5633 0.2154 -2.5641 0.1 0.1 -0.1 -0.763
C -1.4759 0.2111 3.1533 -0.1 0.0 0.5 0.221
C 2.9290 -1.0490 -1.3354 -0.3 0.2 -0.1 -0.313
C -1.3237 -0.8965 4.2048 -0.7 0.1 -0.1 -0.534
O -2.7690 0.7038 -0.8763 0.1 -0.4 0.4 -0.211
H -1.2633 1.1783 3.6340 -0.1 -0.2 0.0 0.492
H -3.5394 -2.6249 0.7560 0.1 0.0 0.0 0.292
H -2.6740 0.0275 1.3832 -0.1 0.0 0.0 -1.152
H 4.9700 1.1662 -2.8729 0.0 0.1 -0.1 0.429
H -3.7803 -1.5731 2.8885 0.0 -0.1 0.0 0.373
H -1.5262 -0.5641 5.2201 0.0 -0.1 0.0 0.288
H -3.1027 2.6986 -0.8508 0.1 0.0 -0.1 0.261
H -1.7449 -1.3957 -4.5174 -0.1 0.0 0.0 0.289
C 4.6604 -2.1834 -2.5538 0.0 -0.1 0.0 -0.753
C 5.1655 -0.9628 -2.9735 0.1 0.0 0.0 -0.489
Li -0.5476 0.1421 0.3224 0.2 0.3 0.2 1.369
H 0.3237 -2.1770 -2.3762 0.0 0.0 0.0 0.691
C -2.8226 0.3412 2.4200 -0.1 0.1 0.2 2.109
H 3.1689 -3.1872 -1.4040 0.0 -0.1 0.0 0.463
H -4.8701 -0.2775 2.4478 -0.1 0.0 0.0 0.463
C 0.6054 -5.0279 0.1986 0.0 -0.1 0.1 -0.811
C -2.5257 1.9826 -1.4357 0.0 0.6 -0.1 -0.780
C -3.9580 -0.5069 2.9935 0.2 0.1 -0.2 -2.021
C 3.9113 -1.2713 1.3713 -0.1 0.0 -0.1 -0.993
H -2.4956 -3.6136 -0.2900 0.0 0.0 0.0 0.297
N -0.3193 -0.0330 2.2780 0.1 -0.2 -0.5 -0.395
P 1.5596 -1.0295 -0.1289 0.5 -0.4 -0.2 0.264
H 2.9730 1.0910 -1.4234 0.0 0.1 0.0 0.405
C -3.2330 1.8143 2.4352 -0.1 -0.3 -0.3 -1.878
O 0.0524 -1.2517 4.1022 0.6 -0.1 0.2 -0.384
O -2.9953 -1.7484 -0.9908 -0.1 0.4 -0.6 -0.441
H 6.0331 -0.9291 -3.6141 0.1 0.0 -0.1 0.422
H 4.3931 -1.3810 0.4141 0.1 0.0 0.0 0.278
H -3.5043 -1.1660 -4.7238 0.1 -0.1 0.0 0.267
H 4.6920 -1.1028 4.6484 0.0 0.0 0.1 0.422
H -0.2420 -6.2718 -1.3120 -0.1 -0.2 -0.1 0.399
H 5.7639 -1.3291 2.4163 0.1 0.0 0.0 0.479
H 1.4593 -3.5704 1.5167 0.1 0.0 0.0 0.503
H 2.2434 -0.9049 4.7912 0.0 0.0 0.1 0.537
H -4.1614 1.9661 1.8913 -0.1 0.0 -0.1 0.450
H -3.3963 2.1430 3.4600 0.0 0.1 0.1 0.467
P -2.0482 -0.5825 -1.5742 -1.2 -0.4 -0.3 0.170
C 3.5459 -2.2319 -1.7380 -0.1 0.1 0.0 -0.135
C -0.0483 -4.2458 -1.9766 0.0 0.0 0.0 -0.885
H -0.4514 -4.4335 -2.9606 -0.1 -0.1 -0.1 0.455
H -2.9032 -2.3992 -3.5970 0.0 0.0 0.0 0.289
C 2.5254 -1.1382 1.4231 -0.1 0.1 0.1 0.719
C 2.7196 -1.0164 3.8300 -0.1 0.0 0.0 -0.971
C 1.0298 -3.7548 0.5406 0.0 0.3 -0.1 -0.225
C 3.4450 0.1733 -1.7511 -0.2 -0.1 0.0 -0.047
C -2.7142 -1.4100 -4.0145 0.0 -0.3 -0.3 -0.638
C 4.0938 -1.1198 3.7507 0.1 -0.1 -0.1 -0.857
H -1.7928 -2.2645 0.6254 0.0 -0.1 0.1 0.003
```
Positions in Å, forces in eV/Å.

## Properties
LUMO   -2.49 eV
Net charge   +1
Energy   -2094.5016 hartree
E_HOMO   -11.387 eV
Orbital gap   8.89 eV

# 2
Formula: C27H33N3O4
Source: OMol25
Level of theory: ωB97M-V/def2-TZVPD

```
67
Properties=species:S:1:pos:R:3:forces:R:3:mulliken_charge:R:1
H 1.8982 5.8392 -6.8091 0.1 0.0 0.0 0.339
C -3.1358 -2.8728 0.2337 0.0 -0.1 0.1 -0.858
H -3.2985 3.7574 -3.2004 0.0 0.0 -0.1 0.465
C -1.8752 -0.8994 -1.1952 -0.1 -0.5 0.4 0.365
N 0.4011 5.4436 -5.4287 0.0 -0.1 0.1 -0.121
C 2.9839 -4.5750 8.7247 0.1 0.1 0.2 -0.943
C 0.0955 0.0855 -1.0114 0.2 -0.3 0.4 -0.347
H -3.6242 -0.8631 -2.4592 -0.1 0.0 -0.1 0.350
H 1.0015 -4.0507 3.3651 -0.1 -0.1 -0.1 0.661
H -0.9091 2.3345 -5.4737 0.0 0.0 0.0 0.501
C 2.2955 -2.5438 4.1696 0.4 0.0 0.5 -0.111
C -1.3571 0.9061 -2.8426 -0.4 0.6 0.1 -1.520
H 0.8878 0.7646 -1.2647 0.1 0.1 -0.1 0.413
C 2.3315 -1.6821 2.9585 0.4 0.2 -0.1 0.050
H -2.9947 2.4465 -4.3483 0.0 0.1 0.0 0.482
O 3.3122 -0.9940 2.7121 -0.2 -0.1 0.1 -0.666
H -0.0475 6.8381 -3.9579 0.0 0.0 0.0 0.453
H -4.7466 -2.6326 -1.1585 -0.1 0.0 0.0 0.386
H -3.1027 1.7445 -1.8697 0.0 0.0 -0.1 0.580
H 1.1719 3.5344 -4.9218 0.0 0.0 0.0 0.298
H 2.7825 -5.3630 9.4488 0.0 0.1 0.0 0.231
N -1.0346 0.0314 -1.7535 0.2 0.0 0.0 0.513
C -3.1399 -1.3051 -1.6009 0.0 0.1 -0.1 -0.587
H 4.0582 -4.5433 8.5144 0.0 0.0 0.0 0.372
H 0.7097 5.3501 -3.3330 0.0 0.0 0.0 0.316
C -2.5506 3.0347 -3.5398 0.1 -0.2 0.4 -1.492
C 0.4407 4.0056 -5.6051 -0.2 -0.1 -0.2 -0.859
H -0.3641 -7.0612 4.8035 0.0 0.1 -0.1 0.226
H 1.5605 7.1468 -5.6661 0.1 0.1 0.0 0.338
H 0.6949 -6.3370 3.5687 0.0 0.0 0.0 0.359
C 1.6594 6.0675 -5.7715 0.0 0.0 0.0 -1.077
H 2.6675 -3.6125 9.1407 0.0 0.0 0.0 0.367
C -1.2288 -1.4649 -0.0677 -0.2 0.2 -0.3 0.526
H -2.1101 5.6256 -4.5016 0.0 0.0 0.1 0.347
H 0.2761 -2.2239 2.4606 -0.1 -0.1 0.0 0.603
C -1.8814 -2.4723 0.6401 0.0 0.0 0.0 -0.295
C 0.0883 -6.1329 4.4577 -0.1 -0.1 -0.2 -0.905
C 1.5519 -3.7257 4.2330 0.0 -0.1 0.1 -0.736
H 3.6441 -2.5993 7.2665 0.0 0.0 0.1 0.375
C 0.0482 -0.8084 0.0398 -0.2 0.2 -0.5 0.457
H -1.9146 0.3515 -3.6020 0.1 0.0 0.0 0.284
C 1.5556 -4.5026 5.3747 0.0 -0.1 0.2 0.898
H 0.7380 3.7868 -6.6331 0.0 0.0 0.0 0.464
C 1.1132 -0.9585 0.9788 0.3 -0.1 0.4 -0.495
C 3.0536 -2.1662 5.2678 -0.1 0.1 -0.3 -1.236
C -0.9419 3.4179 -5.3404 0.4 -0.1 -0.1 -0.840
H -0.4271 1.2790 -3.2791 -0.1 -0.1 0.0 0.284
H -3.6496 -3.6512 0.7786 0.0 -0.1 0.1 0.403
H -1.4187 -2.9427 1.4923 0.0 0.0 0.1 0.533
C -0.0076 5.7527 -4.0725 -0.3 0.1 0.0 -0.811
C -2.1937 2.1129 -2.3565 -0.1 -0.2 -0.6 0.515
O 2.2417 -4.9139 7.5803 -0.2 0.0 -0.4 -0.402
H 2.4919 5.7269 -5.1356 0.0 0.0 0.0 0.379
C 2.3115 -4.0934 6.4987 -0.1 -0.2 0.0 1.082
N -1.3407 3.7208 -3.9777 -0.1 0.0 -0.1 0.517
H -0.8002 3.3208 -1.8437 0.0 0.0 -0.1 0.353
C -3.7619 -2.2952 -0.8709 -0.1 0.0 -0.1 -0.759
H 2.0169 -0.4070 0.7414 0.1 0.0 0.1 0.431
O -1.4930 2.8292 -1.3785 0.2 0.2 0.3 -0.648
H -0.7034 -5.4205 4.2010 0.0 0.0 0.0 0.362
C 1.1370 -1.6784 2.1159 -0.2 0.2 -0.6 -0.831
H -1.6920 5.3928 -2.7820 0.0 0.0 0.0 0.505
C -1.3891 5.1641 -3.8060 0.2 0.2 0.1 -0.849
O 0.8724 -5.6731 5.5285 0.3 0.3 0.2 -0.442
H -1.6522 3.8426 -6.0696 0.0 -0.1 0.0 0.358
C 3.0547 -2.9263 6.4248 0.0 -0.2 0.2 -0.332
H 3.6390 -1.2618 5.2078 0.1 0.1 0.0 0.419
```
Positions in Å, forces in eV/Å.

## Properties
LUMO   0.29 eV
Energy   -1513.8405 hartree
E_HOMO   -7.603 eV
Orbital gap   7.89 eV

# 3
Formula: C27H33O2Zn
Source: OMol25
Level of theory: ωB97M-V/def2-TZVPD

```
63
Properties=species:S:1:pos:R:3:forces:R:3:mulliken_charge:R:1
H -0.0830 3.2497 -1.1153 -0.2 -0.1 0.1 0.329
C 0.3193 -3.2425 6.6050 0.6 -0.1 -0.2 -0.503
H 1.6257 2.7822 0.1234 -0.1 0.0 -0.4 0.650
H 2.6240 0.6430 1.4237 0.5 0.0 0.0 0.672
H 2.2162 -0.8227 -7.8485 -0.1 -0.1 -0.1 0.277
H 0.5724 -0.9201 -1.7127 0.1 0.1 0.1 0.313
C 1.2809 -2.6286 4.4606 0.2 0.1 1.3 0.639
H 0.3085 1.1723 -6.2081 -0.1 -0.3 -0.1 0.282
C 0.7062 2.6029 3.3261 0.6 -0.2 -0.4 -0.576
H -0.7873 -0.7200 -8.2644 0.0 0.1 -0.1 0.265
C 0.5495 3.1978 2.0436 0.9 -0.6 0.1 -0.706
H -2.7801 1.2671 -2.9479 0.2 0.0 0.1 0.416
C 0.0478 0.9998 -2.6690 0.1 0.0 0.0 -0.612
C 0.6350 0.1628 -1.5583 0.0 0.1 0.6 -0.624
H 1.9774 0.8900 4.0347 -0.3 0.2 -0.3 0.414
C 1.4046 2.5069 1.1381 -0.3 -0.4 1.2 -0.423
C -2.5701 -0.2542 1.3909 0.6 0.1 0.0 -1.083
C -2.4970 1.4444 2.9509 -0.4 -0.9 -0.7 -1.106
C 0.9461 -1.7813 1.9855 0.9 -1.6 2.4 -2.400
C -1.0477 1.3968 -1.6595 -0.4 0.1 -0.4 1.532
O -0.3970 0.6113 -0.5760 1.2 -0.8 -1.5 0.446
C -2.7591 1.1489 1.5893 0.1 -0.1 0.8 -0.040
H -1.2193 0.2755 -6.1889 0.2 0.0 -0.2 0.284
H 3.6484 -2.4103 6.9121 -0.4 0.0 -0.1 0.341
H -2.7978 -0.8216 0.4914 -0.2 0.1 0.1 0.617
H 0.4352 -2.7117 -6.2900 0.1 0.2 0.0 0.263
C 0.1126 -0.2498 -7.8675 0.0 -0.8 0.5 -0.564
H -2.3559 -0.2707 -2.1570 0.1 0.3 0.1 0.366
H -2.0256 -1.8832 2.8442 -0.1 0.4 0.0 0.536
H -0.0843 4.0439 1.8146 0.0 0.0 0.0 0.393
C 1.5676 -2.9973 7.2072 0.1 -0.1 -0.1 -0.319
H 0.7100 1.8166 -2.9716 -0.3 -0.1 0.0 0.382
H -3.1257 1.8487 0.8482 0.1 0.0 0.1 0.581
C -0.1477 0.1912 -6.4243 0.1 0.3 0.8 -0.388
H 1.6962 -3.1805 8.2792 -0.1 0.2 -0.4 0.333
H -1.9063 0.1177 4.6688 0.0 0.1 -0.6 0.361
Zn -0.1052 -0.5714 1.0486 -1.7 1.9 0.8 0.474
C 2.5290 -2.4009 5.0714 -0.3 -0.1 0.6 -0.359
C 2.6720 -2.5761 6.4456 -0.4 -0.4 0.0 -0.556
H -3.1212 1.0522 -1.2285 0.0 -0.2 0.0 0.296
C 1.0768 -1.8131 -6.3010 -0.5 -0.2 0.4 -0.532
O 0.4285 -0.7801 -5.5088 0.3 -0.1 -1.6 -0.346
C -1.0888 2.8541 -1.2794 -0.2 0.2 0.1 -1.477
H -1.6713 2.9753 -0.3615 0.2 0.0 0.0 0.109
C 1.1491 -2.2142 3.1290 -0.9 0.6 -3.5 1.553
C 2.0441 1.4398 1.8580 -0.9 0.7 0.0 -1.195
H -0.7924 -3.2388 4.7487 0.3 0.1 0.0 0.341
C -2.2249 -0.8225 2.6621 0.4 0.3 0.3 -0.687
H 2.0237 -2.0728 -5.8112 -0.2 0.1 -0.1 0.286
H 0.3956 0.5811 -8.4955 0.0 0.2 -0.2 0.314
C 1.2398 -1.3045 -7.7394 0.0 0.8 0.7 -0.492
H -2.5711 2.4209 3.4121 0.1 -0.1 -0.1 0.438
H 1.1529 -2.1017 -8.4664 0.0 -0.1 -0.1 0.317
C 1.6451 1.5443 3.2221 -0.6 0.1 -0.3 -0.468
C 0.1734 -3.0734 5.2258 0.5 0.2 0.2 -0.421
C -2.4035 0.8179 -2.0183 -0.3 0.1 0.2 -1.661
C -2.1598 0.2310 3.6078 -0.2 -0.2 -0.2 -0.279
H -0.5271 -3.5867 7.2109 0.4 0.2 -0.3 0.353
H -1.5750 3.4405 -2.0677 0.0 -0.1 -0.1 0.440
H -0.2681 0.4046 -3.5288 -0.1 0.3 0.1 0.018
H 1.6254 0.4726 -1.2218 -0.1 -0.2 0.2 0.350
H 0.1916 2.8910 4.2394 0.1 0.0 -0.2 0.425
H 3.3616 -2.0439 4.4683 -0.2 -0.1 0.1 0.414
```
Positions in Å, forces in eV/Å.

## Properties
LUMO   2.07 eV
Net charge   -1
Energy   -2978.2517 hartree
E_HOMO   -2.760 eV
Orbital gap   4.83 eV

# 4
Formula: C27H34AsInN10O3S
Source: OMol25
Level of theory: ωB97M-V/def2-TZVPD

```
77
Properties=species:S:1:pos:R:3:forces:R:3:mulliken_charge:R:1
N -11.4279 14.8105 0.6633 1.0 -0.4 1.3 -0.315
C -12.6164 10.4370 -2.9296 -0.9 -4.2 -0.7 0.155
H -10.8581 6.8244 7.4997 -0.9 1.1 0.3 0.277
C -11.6662 8.5284 6.6943 1.1 -2.3 1.2 0.327
C -12.9348 8.1958 -2.3517 1.3 0.9 0.6 -0.073
H -12.7676 7.4830 -1.5506 -0.3 -0.4 -0.3 0.479
H -16.5425 11.1492 4.2238 0.4 -0.1 -0.5 0.308
H -15.6332 9.6649 -0.1369 0.0 0.0 0.0 0.149
C -13.5659 8.8928 -4.5592 -0.2 0.2 0.4 -0.393
H -10.8630 6.5380 3.8149 -0.1 -0.9 0.5 0.609
H -13.8722 16.2595 4.0589 0.0 -0.3 0.2 0.433
C -14.0761 14.2229 3.3457 1.1 0.4 -0.8 0.534
C -16.7910 11.0109 3.1605 -0.5 0.4 -1.0 -0.875
N -11.5775 9.2766 2.1007 0.4 0.0 0.2 0.113
H -12.7704 13.1659 -3.9885 0.3 0.1 0.0 0.421
C -13.5189 7.8949 -3.5618 0.0 1.3 -1.4 -0.977
C -13.0650 10.1694 -4.2649 0.2 -0.6 1.3 -0.727
H -13.4352 13.7136 -2.4270 0.0 0.4 0.0 0.295
C -14.3422 15.3180 4.3666 -0.7 -0.5 0.1 -1.726
N -12.0652 10.1432 4.6231 -1.4 0.6 0.3 -0.136
H -17.8874 10.8602 3.1357 0.5 0.1 -0.3 0.499
H -16.1397 15.3539 -1.4737 0.0 -0.2 0.5 0.409
H -10.9649 15.2986 1.4526 -0.6 -0.8 -0.8 0.314
C -11.3096 13.4849 0.4715 -0.8 -0.4 -1.9 0.272
H -13.2458 11.7521 7.0720 -0.5 -0.3 -0.1 0.350
N -11.3203 8.0498 5.4845 -0.9 0.3 -0.9 -0.611
H -17.3150 9.2558 0.3728 -0.4 0.1 -0.1 0.452
H -16.5017 11.8933 2.5181 -0.4 -0.8 0.9 0.038
N -12.4512 9.4036 -2.0192 -1.3 0.8 -1.5 0.055
O -13.3564 13.2336 3.7202 -0.8 0.1 -0.2 -0.711
H -11.5603 7.9215 8.7039 0.0 -0.2 -1.3 0.286
C -14.5162 14.4701 1.9757 0.1 -2.2 -0.6 1.125
H -11.8685 13.9338 -1.4276 0.0 -1.8 1.0 0.467
As -15.8175 9.4948 2.4086 0.5 0.9 0.9 0.657
C -12.5701 11.7268 -2.3504 1.1 2.4 0.9 1.054
N -12.2139 9.6859 6.9041 -1.1 0.7 1.3 -0.633
C -11.4923 8.4033 3.1240 0.9 -1.1 -1.0 0.720
O -14.1876 9.9070 2.7180 -0.7 -0.4 -0.3 -0.161
H -12.1599 15.2834 0.1794 -0.3 0.6 -0.3 0.140
H -15.4366 15.5048 4.3947 0.6 0.0 0.0 0.429
H -16.0559 7.9152 0.4069 -0.3 2.3 0.1 0.351
N -11.7788 13.0982 -0.7677 0.7 2.7 0.8 -0.126
H -14.0092 15.0254 5.3679 0.1 0.1 -0.3 0.351
H -15.6356 17.1704 0.0836 0.5 -0.9 0.7 0.396
C -15.3497 16.1365 0.3883 -0.7 -0.1 -0.9 -1.311
C -14.6631 13.4124 0.9307 0.3 1.3 1.3 0.802
C -11.6547 8.8615 4.5127 0.7 0.7 -0.8 0.159
H -11.1828 9.6633 0.1582 -0.2 0.5 -1.0 0.492
H -15.4163 7.9750 4.3867 -0.1 0.5 -0.1 0.275
H -16.1399 7.0498 3.1226 -0.4 0.4 0.0 0.375
C -16.2000 8.0310 3.6219 -0.2 -0.6 0.1 -1.024
C -14.8447 15.7672 1.6030 -0.5 1.4 -0.2 -0.854
H -14.1026 8.7429 -5.5277 0.9 -0.1 0.9 0.372
C -11.1991 8.8847 0.8709 0.0 -0.9 1.4 -0.174
H -10.3548 5.6695 1.5145 0.0 0.0 -0.1 0.451
N -13.3512 11.4691 6.0952 1.2 2.0 -0.1 -0.333
C -13.2918 12.8692 -3.0809 -0.3 -0.7 0.2 -1.692
C -15.6837 15.0838 -0.5100 0.1 1.1 -0.8 -0.348
H -14.6878 16.5441 2.3140 0.0 0.5 0.4 0.311
O -14.2165 12.2314 1.1169 0.4 -0.7 0.3 -0.595
N -11.4700 7.6396 7.7108 0.8 0.2 0.2 -0.381
C -16.2645 9.0671 0.5140 1.0 -2.1 1.2 -0.898
In -12.6672 11.3808 2.7035 -0.7 -0.8 -1.1 1.885
H -17.1852 8.1954 4.1213 0.7 -0.2 -0.6 0.394
C -12.5249 10.4261 5.8668 0.9 -0.4 -0.1 0.509
H -14.3101 12.5893 -3.4233 0.7 -0.2 0.4 0.408
H -10.6746 7.2947 -0.4831 0.4 0.1 1.2 0.526
C -10.7875 7.5601 0.5946 -0.9 1.1 -0.7 -0.800
H -12.9895 10.8893 -5.0621 -0.3 0.4 0.1 0.416
H -13.1019 12.2949 5.5145 -0.7 -0.7 0.2 0.208
H -15.6787 12.9833 -0.9095 0.1 -0.3 -0.5 0.582
C -15.3591 13.7878 -0.2824 0.5 -0.6 1.7 -1.037
C -10.7026 6.6854 1.6601 -0.2 -0.7 -0.3 -0.656
H -13.8736 6.9304 -3.8162 -0.4 -0.8 0.2 0.472
N -11.8772 11.8221 -1.2443 -0.8 0.6 -0.9 -0.312
C -11.0749 7.0858 2.9360 0.4 1.6 -0.7 -0.931
S -10.5712 12.3976 1.5914 -0.4 0.0 0.1 -0.292
```
Positions in Å, forces in eV/Å.

## Properties
LUMO   -5.50 eV
Net charge   +2
Energy   -4646.2312 hartree
E_HOMO   -12.885 eV
Orbital gap   7.39 eV